[1]
{
  "formula": "C20H31AsBN2O4S5Se2TcTe",
  "method": "ωB97M-V/def2-TZVPD",
  "de_lowest_kcal_mol": 0.0,
  "charge": 0,
  "elements": ["Tc", "O", "C", "C", "C", "O", "C", "Se", "C", "Se", "H", "H", "H", "H", "H", "H", "H", "H", "H", "H", "S", "As", "S", "S", "S", "N", "C", "C", "C", "C", "C", "N", "H", "H", "H", "H", "H", "H", "Te", "C", "C", "C", "C", "S", "H", "H", "H", "C", "C", "C", "O", "B", "O", "C", "C", "C", "H", "H", "H", "H", "H", "H", "H", "H", "H", "H", "H", "H"],
  "coordinates": [[0.58255, 0.07723, 1.44965], [5.34835, 3.10501, -1.59654], [4.89943, 1.76615, -1.74375], [3.53698, 1.60311, -1.05342], [2.54392, 2.46794, -1.84116], [1.26108, 2.55660, -1.25219], [3.23294, 0.10043, -1.08425], [1.37669, -0.52246, -0.94459], [3.70176, 2.09296, 0.37950], [2.44970, 1.58790, 1.79779], [6.19258, 3.20167, -2.04462], [5.61313, 1.06588, -1.29173], [4.79071, 1.50615, -2.80453], [2.45947, 2.07069, -2.86172], [2.93559, 3.48260, -1.90734], [0.92115, 1.63710, -1.31045], [3.81589, -0.40378, -0.31131], [3.54267, -0.31189, -2.04805], [3.74732, 3.17954, 0.41702], [4.64969, 1.71781, 0.77417], [-2.10502, 2.27324, 6.02420], [-0.88965, 2.71773, 4.43880], [0.19792, 0.36005, 3.85464], [-1.18078, -0.57894, 2.72897], [-2.31899, 2.50046, 2.65995], [0.71735, -3.37913, 0.87633], [1.54277, -3.04663, 1.88108], [2.18539, -4.09296, 2.58831], [3.06107, -3.80609, 3.59115], [3.31484, -2.46529, 3.89828], [2.64864, -1.50788, 3.18820], [1.75622, -1.75247, 2.19444], [0.50781, -4.34867, 0.73001], [0.20107, -2.70509, 0.33017], [1.96563, -5.11326, 2.30565], [3.54960, -4.60434, 4.13427], [4.00582, -2.17345, 4.67417], [2.82497, -0.46504, 3.39606], [-0.55900, 2.57877, 1.03969], [-1.89467, 2.88442, -0.57054], [-3.16690, 3.35955, -0.42150], [-3.81415, 3.59344, -1.66350], [-3.02136, 3.28592, -2.72484], [-1.48144, 2.73343, -2.22928], [-3.62899, 3.53593, 0.53821], [-4.82031, 3.97542, -1.75493], [-3.25301, 3.37025, -3.77437], [-2.94122, -3.22466, -1.32205], [-2.37073, -1.82161, -1.27722], [-1.88704, -1.38312, -2.65002], [-1.21047, -1.82050, -0.39681], [-1.14207, -0.58091, 0.21249], [-2.29075, 0.12643, -0.00096], [-3.27547, -0.76818, -0.58548], [-4.08615, -1.33897, 0.56910], [-4.16275, 0.02183, -1.52502], [-2.24594, -3.89010, -1.83431], [-3.88246, -3.23382, -1.87468], [-3.12316, -3.61354, -0.32185], [-1.08666, -2.04818, -2.97363], [-1.49420, -0.36557, -2.62518], [-2.69592, -1.42973, -3.38001], [-3.46853, -1.94829, 1.23066], [-4.91397, -1.94996, 0.20798], [-4.49133, -0.51128, 1.15113], [-3.57401, 0.59202, -2.24029], [-4.76805, 0.72358, -0.95233], [-4.83559, -0.64545, -2.06764]],
  "nbo_charge": [-0.381, -0.730, -0.048, -0.136, -0.064, -0.813, -0.562, 0.006, -0.554, 0.173, 0.476, 0.166, 0.167, 0.169, 0.205, 0.498, 0.217, 0.221, 0.242, 0.226, -0.607, 0.661, -0.121, 0.175, -0.503, -0.773, 0.437, -0.295, -0.122, -0.322, 0.087, -0.516, 0.393, 0.443, 0.214, 0.221, 0.229, 0.220, 1.036, -0.521, -0.276, -0.259, -0.434, 0.498, 0.241, 0.227, 0.240, -0.630, 0.271, -0.640, -0.917, 1.103, -0.890, 0.252, -0.634, -0.633, 0.219, 0.218, 0.222, 0.226, 0.233, 0.216, 0.216, 0.217, 0.234, 0.230, 0.228, 0.213]
}

=====

[2]
{
  "formula": "C15H32CaNO2P2",
  "method": "ωB97M-V/def2-TZVPD",
  "de_lowest_kcal_mol": 10.8,
  "charge": 1,
  "elements": ["Ca", "P", "C", "C", "N", "C", "C", "C", "C", "C", "P", "H", "H", "H", "H", "H", "H", "H", "H", "O", "H", "H", "O", "H", "C", "H", "H", "H", "C", "H", "H", "H", "C", "H", "H", "H", "C", "H", "H", "H", "C", "C", "C", "C", "H", "H", "H", "H", "H", "H", "H", "H", "H"],
  "coordinates": [[-0.19061, -0.72812, 0.70790], [2.38551, -0.80771, -0.54262], [2.64148, 0.80352, -1.42086], [1.45045, 1.77553, -1.42730], [0.23414, 1.48016, -0.91479], [-0.78548, 2.32881, -1.17096], [-0.69961, 3.33434, -2.14542], [0.53927, 3.62255, -2.70959], [1.62782, 2.86768, -2.30556], [-2.21675, 2.05752, -0.69485], [-2.35959, 1.13033, 0.91301], [2.60741, 3.04697, -2.74011], [-1.61992, 3.83172, -2.41175], [0.62151, 4.43541, -3.43220], [-2.79055, 2.99110, -0.59208], [-2.68843, 1.42657, -1.46681], [3.65908, 1.21451, -1.26093], [2.76857, 0.51561, -2.48379], [2.22769, 2.47386, 3.19769], [2.64506, 3.32068, 3.05509], [2.65386, 3.39972, 2.07003], [1.35476, -0.63690, 4.97718], [0.25279, -1.39156, 2.59593], [0.56867, -1.03132, 3.47890], [-2.00800, 2.60268, 1.96967], [-2.49536, 3.48659, 1.52046], [-2.37746, 2.42007, 2.99217], [-0.91398, 2.75755, 1.99705], [-4.17904, 1.07400, 1.07787], [-4.39534, 0.56047, 2.02632], [-4.61361, 2.08425, 1.08432], [-4.61082, 0.49014, 0.25441], [3.06139, -1.77814, -1.95462], [4.14989, -1.65433, -2.02547], [2.84508, -2.84554, -1.84767], [2.59476, -1.43441, -2.88657], [3.84034, -0.89697, 0.58611], [3.65376, -1.73733, 1.27667], [4.77573, -1.08051, 0.03258], [3.92877, 0.02675, 1.17692], [-0.18310, -4.17076, 0.34122], [-1.50292, -3.67913, -0.31892], [-2.60171, -3.33889, 0.70844], [-1.21187, -2.47028, -1.19283], [0.19993, -3.44418, 1.09019], [0.62026, -4.34025, -0.40144], [-0.35780, -5.12428, 0.86478], [-1.86689, -4.51551, -0.95511], [-2.26004, -2.58178, 1.43653], [-3.50166, -2.94555, 0.21852], [-2.88992, -4.23519, 1.26881], [-0.45551, -2.66573, -1.98807], [-2.13201, -2.02468, -1.62843]],
  "nbo_charge": [1.698, 0.698, -0.758, 0.243, -0.570, 0.225, -0.240, -0.132, -0.244, -0.730, 0.699, 0.231, 0.231, 0.240, 0.245, 0.249, 0.268, 0.257, 0.462, -0.922, 0.462, 0.014, -1.356, 0.455, -0.917, 0.232, 0.254, 0.239, -0.924, 0.254, 0.241, 0.244, -0.912, 0.239, 0.243, 0.233, -0.921, 0.257, 0.238, 0.246, -0.625, -0.317, -0.613, -0.362, 0.219, 0.210, 0.235, 0.250, 0.200, 0.212, 0.236, 0.193, 0.188]
}

=====

[3]
{
  "formula": "C6H5N",
  "method": "ωB97M-V/def2-TZVPD",
  "de_lowest_kcal_mol": 75.0,
  "smiles": "C#Cc1ccc[nH]1",
  "charge": 0,
  "elements": ["C", "C", "C", "C", "C", "C", "N", "H", "H", "H", "H", "H"],
  "coordinates": [[-1.06875, 0.77436, -2.67452], [-0.74804, 0.39180, -1.52809], [-0.36145, 0.19786, -0.15432], [0.97017, 0.63987, 0.21404], [1.47799, -0.10911, 1.27676], [0.48320, -0.86921, 1.72015], [-0.78236, -0.79357, 0.83517], [-1.83433, 1.07082, -3.51117], [1.60242, 1.10247, -0.67133], [2.54259, 0.02899, 1.76325], [0.33104, -1.37849, 2.72308], [-1.68393, -1.42229, 0.72575]],
  "nbo_charge": [-0.253, -0.047, 0.041, -0.243, -0.321, -0.022, -0.575, 0.268, 0.235, 0.250, 0.219, 0.449]
}

=====

[4]
{
  "formula": "C6H3NO2",
  "method": "ωB97M-V/def2-TZVPD",
  "de_lowest_kcal_mol": 70.5,
  "smiles": "C#CC1=NOC(=O)C1=C",
  "charge": 0,
  "elements": ["C", "C", "C", "N", "O", "C", "O", "C", "C", "H", "H", "H"],
  "coordinates": [[2.12054, -0.88255, -2.43962], [1.28734, -0.49561, -1.67514], [0.38503, 0.05759, -0.67325], [-0.06971, 1.27955, -0.90731], [-0.77216, 1.60011, 0.37285], [-0.92013, 0.48691, 1.24259], [-1.45898, 0.50395, 2.30575], [-0.20123, -0.59655, 0.49776], [-0.11866, -1.88593, 0.75187], [2.97845, -1.02654, -3.07615], [-0.61487, -2.42862, 1.61209], [0.65617, -2.43725, 0.16118]],
  "nbo_charge": [-0.136, -0.079, 0.116, -0.007, -0.397, 0.758, -0.511, -0.225, -0.226, 0.248, 0.238, 0.221]
}

=====

- What is the formula in the third record?
  C6H5N